The following is a DFT calculation (the ωB97M-V functional and the def2-TZVPD basis) of C41H40N2O5W as an isolated structure.

Atoms and positions in Å:
C: 1.597 2.362 1.285
H: 0.109 1.039 4.149
H: 3.055 -1.989 -3.215
C: 6.167 -0.354 -0.450
C: 6.222 1.975 0.239
C: -2.237 0.073 -0.075
H: 0.515 -6.435 -1.577
H: 2.603 2.449 -1.734
H: 3.740 1.979 4.748
H: 1.630 -5.513 2.803
C: 4.830 1.991 0.476
C: 0.898 -3.082 -1.813
H: 2.100 -1.257 -4.522
C: 0.899 -1.993 -2.871
O: -3.955 -0.239 1.607
H: 0.183 -2.970 3.698
C: 1.527 2.523 -1.889
O: -0.972 0.381 -1.896
H: -1.064 3.343 -2.000
H: 0.506 -4.635 -3.243
H: 2.074 0.279 2.832
H: 1.022 -0.956 -2.373
C: 4.796 -0.313 -0.229
N: 1.584 1.083 0.647
O: -1.000 -0.026 0.465
O: -5.687 0.181 -0.800
N: 1.387 -1.491 -0.072
H: 1.202 5.632 0.599
C: -3.605 -0.033 0.489
C: -3.560 0.401 -2.005
C: 1.389 -3.510 1.979
C: 2.181 1.159 3.473
H: 1.967 -2.581 2.029
H: 3.136 -4.791 2.225
C: -0.400 -1.948 -3.664
H: -0.512 -2.445 2.159
H: 0.932 -5.956 0.793
C: 4.120 0.838 0.232
C: 6.878 0.849 -0.206
C: 1.945 2.406 2.640
C: 0.697 -5.417 -1.261
H: 2.399 -4.244 3.734
C: 1.172 -3.847 0.516
C: 0.687 -4.399 -2.203
C: 1.306 3.498 0.523
C: 2.629 -0.961 -0.024
C: 4.482 -2.627 -0.828
H: -0.456 -1.056 -4.287
H: 1.187 1.872 5.273
C: 3.948 -1.426 -0.420
C: 5.873 -2.686 -1.067
H: 1.170 1.444 -2.008
C: 0.038 -3.249 2.655
H: -1.277 -1.992 -3.021
C: 3.592 1.140 4.067
C: 2.732 0.419 0.379
H: 4.355 2.888 0.854
C: -2.207 0.300 -1.396
H: 6.789 2.877 0.426
C: 0.933 -5.144 0.079
H: -1.075 2.562 -0.400
H: -1.124 4.302 -0.516
H: -0.433 -2.815 -4.325
H: -0.582 -4.147 2.629
H: 4.359 1.196 3.292
C: 1.406 4.728 1.159
H: 1.328 2.831 -2.916
H: 1.121 4.460 -1.325
C: -0.696 3.412 -0.976
H: 2.271 3.743 4.276
C: -4.505 0.193 -0.775
C: 1.116 1.042 4.569
O: -3.860 0.579 -3.143
H: 7.756 -1.687 -1.084
W: 0.523 0.127 -0.666
H: 6.303 -3.624 -1.392
C: 2.016 3.663 3.227
C: 1.761 4.812 2.497
H: 1.258 0.119 5.131
H: 2.120 -3.007 -4.312
H: 3.871 -3.512 -0.960
C: 2.187 -4.580 2.720
C: 0.834 3.485 -0.921
H: 1.830 5.780 2.974
C: 2.125 -2.054 -3.780
H: 7.949 0.880 -0.366
C: 1.141 -2.850 -0.457
H: 3.748 0.224 4.636
C: 6.695 -1.595 -0.890

HOMO energy   -14.3 eV
Energy above the lowest of the compared OMol25 structures with the same formula, charge and spin   8.6 kJ/mol
Charge   +2
Frontier orbital gap   6.22 eV

The following is a DFT calculation (the ωB97M-V functional and the def2-TZVPD basis) of a 2-piece molecular cluster, C3H10N2O overall in a non-equilibrium geometry.

Atoms and positions in Å:
H: -2.828 0.137 -1.162
H: -0.735 1.117 1.520
C: 0.728 -0.130 0.717
C: 1.421 -1.357 1.269
H: -0.259 1.738 -0.623
O: -3.179 -0.291 -1.946
H: 0.905 -2.209 0.842
N: 0.208 0.767 1.575
H: 0.715 0.966 2.423
H: 0.471 1.612 -2.040
C: 0.609 -0.006 -0.673
N: 0.086 1.047 -1.291
H: 2.472 -1.365 0.999
H: 1.279 -1.415 2.345
H: 0.967 -0.837 -1.259
H: -2.860 0.225 -2.696

Spin multiplicity   2
HOMO energy (spin up / spin down)   -13.7 / -14.6 eV
Energy above the lowest of the compared OMol25 structures with the same formula, charge and spin   56.8 kJ/mol
Charge   +1
Frontier orbital gap (spin up / spin down)   10.19 / 8.00 eV

The following is a DFT calculation (the ωB97M-V functional and the def2-TZVPD basis) of C15H13ClO9RuS2Te as an isolated structure in a non-equilibrium geometry.

Atoms and positions in Å:
H: 7.290 3.256 1.665
O: -0.298 4.223 0.671
O: -1.588 5.651 -0.694
S: 0.111 -0.323 3.231
C: 6.373 1.320 1.507
C: -5.402 -1.689 2.114
H: -3.606 -1.699 3.289
H: -5.981 -2.234 2.848
H: 2.305 0.195 1.212
C: 2.848 0.542 0.334
C: -3.339 -0.692 1.410
H: -3.349 0.285 -0.500
C: 4.125 2.688 0.595
H: 3.120 4.169 -0.639
H: 2.361 3.903 0.942
O: -2.677 4.041 0.670
C: -1.935 -0.336 1.639
C: -4.074 -1.394 2.364
H: -7.034 -1.507 0.739
C: -3.931 -0.277 0.218
Ru: -0.251 2.173 1.079
C: 4.101 1.299 0.701
C: 5.230 0.623 1.158
H: 5.300 4.463 0.860
Te: 1.602 1.934 -0.684
H: 7.246 0.784 1.857
C: -5.261 -0.573 -0.020
O: -1.500 -0.637 2.878
H: -5.729 -0.247 -0.939
S: 0.024 1.773 3.675
C: 2.894 3.424 0.121
O: -1.282 2.185 3.163
C: 5.280 3.383 0.945
O: 1.051 2.283 2.710
O: -1.416 3.327 -1.185
O: -1.218 0.203 0.808
C: 6.397 2.706 1.399
C: -5.992 -1.279 0.926
Cl: -1.556 4.345 -0.158
O: 0.332 1.954 5.047
H: 3.057 -0.308 -0.314
H: 5.209 -0.458 1.236

HOMO energy   -9.0 eV
Energy above the lowest of the compared OMol25 structures with the same formula, charge and spin   68.4 kJ/mol
Frontier orbital gap   8.28 eV

The following is a DFT calculation (the ωB97M-V functional and the def2-TZVPD basis) of an isolated ion of composition C4H6NO and charge -1 in a non-equilibrium geometry.

Atoms and positions in Å:
H: -1.615 1.594 0.184
C: 1.120 -0.517 0.007
C: -0.325 -0.238 0.006
C: -0.663 1.258 -0.048
H: -1.216 -2.265 0.082
H: -0.511 1.704 -0.978
C: -1.363 -1.137 -0.069
H: 1.469 -1.503 -0.601
H: -2.404 -0.846 0.036
O: 3.277 -0.095 0.302
N: 2.088 0.294 0.458
H: 0.144 1.750 0.621

HOMO energy   -2.6 eV
SMILES string   C=C(C)/C=N/[O-]
Energy above the lowest of the compared OMol25 structures with the same formula, charge and spin   0.0 kJ/mol
Charge   -1
Frontier orbital gap   6.77 eV

The following is a DFT calculation (the ωB97M-V functional and the def2-TZVPD basis) of a 2-piece molecular cluster, C20H23N2OS overall in a non-equilibrium geometry.

Atoms and positions in Å:
C: 2.377 -3.586 -1.757
C: 3.245 1.787 2.685
H: -0.313 -3.348 -2.602
H: -1.201 -1.134 -2.418
H: -5.796 -0.350 1.418
C: -3.420 0.949 1.259
C: 2.285 2.377 0.580
S: 3.102 -0.466 -0.974
H: 2.404 2.745 -0.424
H: -4.267 2.429 -1.657
H: -6.049 1.232 2.226
C: 3.720 -3.116 -1.204
H: 5.124 -1.500 -1.663
H: 1.872 1.133 4.187
C: 0.876 1.608 2.366
H: -0.420 -3.538 -0.833
C: -6.214 0.652 1.317
H: -0.090 1.444 2.797
H: 3.831 -1.709 -2.838
H: -3.853 0.410 2.082
H: -1.401 -1.382 -0.672
H: 3.643 -3.033 -0.111
H: 4.516 -3.850 -1.403
C: -2.293 2.295 -0.878
H: 0.213 2.645 -0.825
H: 4.109 1.661 3.317
C: -0.685 -1.451 -1.503
C: -0.104 -2.869 -1.639
H: -1.470 0.683 1.981
H: -7.289 0.564 1.149
C: -0.078 2.183 0.102
N: 1.324 -2.589 -1.499
C: 1.985 1.475 3.171
H: 2.438 -3.735 -2.839
H: 2.065 -4.542 -1.326
N: 0.393 -0.573 -1.261
C: 1.517 -1.217 -1.255
C: 3.387 2.257 1.391
C: 0.994 2.032 1.027
C: -3.641 2.091 -0.848
C: -4.258 1.435 0.236
C: -1.448 1.863 0.176
H: 4.365 2.520 1.015
C: 4.061 -1.738 -1.770
H: -1.850 2.804 -1.717
O: -5.638 1.310 0.209
C: -2.069 1.140 1.222

HOMO energy   -10.4 eV
Charge   +1
Frontier orbital gap   5.31 eV

The following is a DFT calculation (the ωB97M-V functional and the def2-TZVPD basis) of a 2-piece molecular cluster, C3H9IN overall in a non-equilibrium geometry.

Atoms and positions in Å:
C: -2.415 -0.894 -0.772
H: 1.387 2.601 -0.246
H: -0.074 1.772 -0.662
H: 0.600 1.854 0.903
N: -1.242 -0.727 0.233
H: -1.556 -0.786 1.165
I: -4.133 -0.051 -0.081
C: -0.300 -1.799 -0.154
H: -0.767 0.201 0.204
H: -0.651 -2.617 0.394
C: 0.741 1.681 -0.091
H: -0.351 -2.168 -1.121
H: 0.824 -1.448 -0.012
H: 1.439 0.884 -0.164

HOMO energy (spin up / spin down)   -14.1 / -14.1 eV
Energy above the lowest of the compared OMol25 structures with the same formula, charge and spin   486.1 kJ/mol
Charge   +1
Frontier orbital gap (spin up / spin down)   7.79 / 7.79 eV